1.
Molecular formula: C20H38FIN5O2
Method: DFT, ωB97M-V with the def2-TZVPD basis set

## Properties
* E_LUMO: -2.38 eV
* max |F|: 1.46 eV/A
* net charge: +1
* spin multiplicity: 1
* energy: -43714.325 eV
* frontier orbital gap: 9.529 eV

Last column: Mulliken charge in e.
Element x y z (Å)
C (1.7230, -3.0248, 0.0792)  -1.071
C (3.0556, -2.2737, -0.0686)  -0.904
C (2.9159, -0.8360, -0.5185)  0.342
F (2.6801, -0.7709, -1.8794)  -0.354
N (1.7993, -0.1935, 0.1489)  0.307
C (1.3325, 1.0127, -0.1292)  -0.736
N (0.2103, 1.5097, 0.4690)  -0.014
C (-0.4362, 2.4413, -0.4826)  1.371
C (-1.6327, 1.6632, -1.1107)  -1.225
C (-1.2384, 0.5041, -2.0287)  -1.074
O (-0.9754, -0.6905, -1.2502)  -0.138
C (-2.0078, -1.5484, -1.1172)  0.390
O (-3.1662, -1.2242, -0.9872)  -0.511
C (-1.0598, 3.6885, 0.1692)  -0.842
I (0.4144, 5.0737, 0.9187)  0.074
C (-2.1413, 3.3361, 1.2293)  0.044
C (-2.2779, 4.2187, 2.4559)  -1.750
C (0.6912, 2.7384, -1.4889)  -1.995
N (1.7978, 1.8668, -1.0586)  0.574
C (3.2006, 2.2954, -1.1542)  -1.101
C (3.7663, 3.0138, 0.0592)  -0.521
C (4.1158, 2.1238, 1.2692)  -0.377
C (3.2144, 2.4228, 2.4799)  -0.097
N (2.9945, 1.2205, 3.3139)  -0.724
H (1.3562, -2.9605, 1.1008)  0.329
H (1.8967, -4.0767, -0.1145)  0.450
H (0.9953, -2.6583, -0.6370)  0.155
H (3.6438, -2.7577, -0.8436)  0.481
H (3.6624, -2.2969, 0.8332)  0.378
H (3.8372, -0.2982, -0.3090)  0.266
H (1.2991, -0.7047, 0.8564)  0.374
H (-0.4152, 0.8237, 0.8703)  0.561
H (-2.2231, 2.3625, -1.7001)  0.605
H (-2.2632, 1.2315, -0.3437)  0.426
H (-0.3656, 0.6976, -2.6373)  0.394
H (-2.0737, 0.2943, -2.6898)  0.566
H (-1.7023, -2.5990, -1.1151)  0.049
H (-1.5465, 4.2186, -0.6415)  0.678
H (-3.0964, 3.3904, 0.7082)  0.302
H (-2.0383, 2.2960, 1.5301)  0.257
H (-2.4229, 5.2628, 2.2031)  0.423
H (-1.4655, 4.0967, 3.1633)  0.412
H (-3.1824, 3.9098, 2.9796)  0.441
H (0.4227, 2.3878, -2.4849)  0.353
H (0.9555, 3.7773, -1.6373)  0.503
H (3.8564, 1.4753, -1.4325)  0.403
H (3.2414, 2.9821, -1.9951)  0.586
H (3.1279, 3.8234, 0.3945)  0.126
H (4.6870, 3.4803, -0.2877)  0.445
H (3.9847, 1.0647, 1.0565)  -0.103
H (5.1403, 2.2814, 1.5858)  0.555
H (2.2535, 2.8140, 2.1442)  -0.109
H (3.6813, 3.1796, 3.1041)  0.425
H (2.1009, 1.3205, 3.7784)  0.285
H (2.8949, 0.4034, 2.7229)  0.200
C (-4.7506, -6.9059, -0.7914)  -1.184
C (-4.8372, -5.4019, -0.5586)  -0.573
C (-3.6554, -4.6346, -1.1651)  -0.077
C (-2.3797, -5.0505, -0.5797)  0.380
N (-1.3662, -5.3346, -0.1216)  -0.492
H (-3.8670, -7.3329, -0.3153)  0.353
H (-5.6223, -7.4072, -0.3733)  0.347
H (-4.7086, -7.1370, -1.8571)  0.302
H (-4.8861, -5.2014, 0.5130)  0.311
H (-5.7583, -5.0174, -0.9983)  0.345
H (-3.7748, -3.5667, -0.9899)  0.081
H (-3.6119, -4.7990, -2.2433)  0.323

=====

2.
Molecular formula: C20H38N3
Method: DFT, ωB97M-V with the def2-TZVPD basis set

## Properties
* E_LUMO: -2.98 eV
* max |F|: 4.20 eV/A
* net charge: +1
* spin multiplicity: 1
* energy: -25818.129 eV
* SMILES: c1ccn(CCCCCCCCCCCC[C@@H]2CNCC[NH2+]2)c1
* frontier orbital gap: 7.211 eV

Last column: Mulliken charge in e.
Element x y z (Å)
C (-0.2058, 2.9944, 2.1932)  -0.538
C (0.9047, 3.8307, 1.7451)  -0.843
C (0.4846, 4.5213, 0.5377)  -0.223
N (-0.8022, 4.0805, 0.3674)  0.177
C (-1.6323, 4.5081, -0.7890)  -1.019
C (-1.3870, 3.4367, -1.9427)  -0.571
C (-2.2947, 2.1559, -1.8048)  -0.612
C (-1.4376, 0.8339, -1.5947)  0.731
C (-1.9448, -0.3005, -2.5780)  -0.868
C (-0.9469, -0.6209, -3.7503)  -0.798
C (0.1848, -1.6374, -3.3708)  -0.697
C (1.4784, -0.9308, -2.7427)  -0.775
C (1.5607, -1.3819, -1.2425)  0.397
C (2.9358, -1.1015, -0.5388)  -1.309
C (2.7281, -1.3612, 1.0206)  -0.476
C (2.3135, -2.8505, 1.3308)  -0.989
C (0.9593, -3.0027, 2.1025)  -0.331
C (-0.3380, -2.7469, 1.2410)  -0.919
N (-0.9657, -1.4208, 1.4545)  -0.086
C (-1.1456, -1.0888, 2.8918)  -0.395
C (-0.4768, -2.1346, 3.8481)  -0.753
N (0.9585, -2.2296, 3.4108)  0.086
C (-1.3103, 3.1859, 1.2749)  -0.208
H (-0.2960, 2.2997, 3.0465)  0.508
H (1.8859, 3.8707, 2.2487)  0.376
H (1.0571, 5.2148, -0.1006)  0.369
H (-1.3243, 5.5274, -1.1131)  0.365
H (-2.6916, 4.5164, -0.4454)  0.388
H (-0.3298, 3.0961, -1.7776)  0.241
H (-1.4159, 3.9200, -2.9460)  0.449
H (-2.9657, 2.2134, -0.9073)  0.274
H (-2.9388, 2.0982, -2.7163)  0.531
H (-1.5109, 0.4591, -0.5409)  -0.442
H (-0.3525, 0.9994, -1.7904)  -0.202
H (-2.0502, -1.2467, -1.9793)  0.203
H (-2.9273, -0.0261, -3.0297)  0.531
H (-1.5499, -1.0749, -4.5835)  0.373
H (-0.4766, 0.2951, -4.1906)  0.288
H (0.5244, -2.1727, -4.2905)  0.369
H (-0.2021, -2.4254, -2.6686)  0.329
H (2.3774, -1.2710, -3.3168)  0.490
H (1.3568, 0.1811, -2.7748)  0.368
H (1.4115, -2.4964, -1.2426)  0.243
H (0.7558, -0.9186, -0.6219)  -0.210
H (3.3485, -0.0885, -0.7413)  0.415
H (3.6985, -1.8560, -0.8569)  0.332
H (2.0051, -0.5960, 1.4150)  0.328
H (3.7213, -1.1516, 1.4948)  0.292
H (3.1053, -3.2700, 2.0145)  0.430
H (2.3563, -3.5060, 0.4244)  0.513
H (0.9021, -4.0803, 2.4135)  0.315
H (-0.1924, -2.9560, 0.1550)  0.289
H (-1.0900, -3.5183, 1.5830)  0.515
H (-1.9165, -1.5238, 1.0872)  0.296
H (-2.2051, -0.9107, 3.1959)  0.423
H (-0.6187, -0.1041, 3.0536)  0.066
H (-0.9764, -3.1345, 3.8499)  0.337
H (-0.5809, -1.7444, 4.8902)  0.410
H (1.4351, -2.8058, 4.1108)  0.433
H (1.3704, -1.2915, 3.3092)  0.409
H (-2.3205, 2.7385, 1.2779)  0.371

=====

3.
Molecular formula: C20H39AlF4MgN2O20S2
Method: DFT, ωB97M-V with the def2-TZVPD basis set

## Properties
* E_LUMO: -4.82 eV
* max |F|: 6.77 eV/A
* spin multiplicity: 1
* energy: -109871.030 eV
* frontier orbital gap: 3.002 eV

Last column: Mulliken charge in e.
Element x y z (Å)
C (1.0848, -0.1898, 3.8053)  -0.112
C (0.4516, -0.6825, 2.4915)  0.461
O (1.1569, -1.2581, 1.6623)  -0.612
N (-0.9054, -0.4448, 2.3731)  -0.060
C (-1.4874, -0.7434, 1.0608)  -0.979
C (-1.5813, 0.4578, 0.1123)  -1.423
C (-0.2457, 1.0158, -0.3867)  1.068
C (0.3227, 0.3111, -1.6201)  -1.324
C (1.3943, 1.1207, -2.4057)  1.670
C (1.0380, 0.8167, -3.8751)  -1.602
N (1.1374, -0.6359, -4.1696)  -0.384
C (1.3587, 2.6336, -2.2814)  -0.307
O (2.4386, 3.0280, -1.3270)  -0.407
S (3.3522, 1.7931, -1.0210)  1.162
O (3.2123, 1.4098, 0.4035)  -0.588
O (4.7311, 2.1136, -1.3536)  -0.639
O (2.7950, 0.7645, -2.1171)  -0.481
H (1.8233, 0.5885, 3.5717)  -0.886
H (1.5195, -1.0580, 4.3082)  0.480
H (0.3063, 0.2144, 4.4652)  0.413
H (-1.1418, 0.4944, 2.6949)  0.255
H (-2.5264, -1.0552, 1.2530)  0.453
H (-1.0217, -1.6112, 0.5809)  0.420
H (-2.0567, 1.2680, 0.6943)  0.414
H (-2.2555, 0.2621, -0.7275)  0.652
H (0.5416, 1.0053, 0.3778)  0.001
H (-0.4361, 2.0739, -0.6125)  -0.221
H (0.8184, -0.6159, -1.2844)  0.230
H (-0.5012, 0.0433, -2.2853)  0.508
H (1.7146, 1.3447, -4.5644)  0.601
H (0.0026, 1.1150, -4.0637)  0.558
H (1.5190, -0.7748, -5.1007)  0.336
H (1.8589, -1.0269, -3.5667)  0.005
H (0.4308, 3.0126, -1.8256)  0.167
H (1.5746, 3.2371, -3.1674)  0.388
Mg (1.3166, 2.1095, 1.3065)  1.029
C (-1.3664, 4.1384, -0.8597)  0.755
O (-0.8822, 5.2812, -0.9168)  -0.726
O (-1.8364, 3.7565, 0.4168)  -0.413
O (-1.4364, 3.2050, -1.6805)  -0.687
H (-1.6402, 4.5815, 0.8940)  0.330
F (-0.8465, 2.1676, 1.4060)  -0.754
Al (3.5057, 2.4503, 3.6801)  0.920
C (-1.5449, 2.7419, -8.0658)  -1.168
C (-1.4875, 1.6643, -7.0131)  0.743
O (-0.9070, 1.8367, -5.9643)  -0.429
C (-2.1851, 0.3627, -7.3214)  -1.100
H (-1.0062, 3.6192, -7.7142)  0.276
H (-1.0817, 2.3880, -8.9884)  0.344
H (-2.5820, 3.0190, -8.2599)  0.348
H (-1.7493, -0.0929, -8.2120)  0.337
H (-3.2494, 0.5389, -7.4841)  0.344
H (-2.0651, -0.3195, -6.4818)  0.265
O (0.9073, 6.1021, 2.6044)  -0.544
H (1.2273, 5.6889, 1.7926)  0.203
C (-1.0787, -5.0838, 4.8141)  -1.201
C (-2.1394, -4.0350, 4.5580)  0.075
O (-2.9495, -3.8221, 5.7285)  -0.323
C (-2.4416, -2.9991, 6.6363)  0.346
O (-1.3886, -2.4319, 6.5645)  -0.521
C (-3.4304, -2.8316, 7.8023)  0.894
F (-3.9460, -4.0049, 8.1810)  -0.245
F (-4.4444, -2.0361, 7.4411)  -0.252
F (-2.8364, -2.2861, 8.8596)  -0.239
H (-1.5348, -6.0077, 5.1705)  0.330
H (-0.5221, -5.2929, 3.9008)  0.398
H (-0.3770, -4.7525, 5.5799)  0.303
H (-2.8149, -4.3762, 3.7760)  0.360
H (-1.7040, -3.0931, 4.2238)  0.083
O (-0.6541, 9.5281, 5.6595)  -0.463
S (-0.1342, 8.5794, 4.6766)  1.352
O (-0.3221, 7.2201, 5.2022)  -0.393
O (1.2902, 8.7923, 4.4230)  -0.424
O (-0.8703, 8.7522, 3.4157)  -0.389
O (3.7019, 1.0604, 7.1519)  -0.604
H (4.3015, 1.6776, 7.5845)  0.313
H (3.0651, 0.8312, 7.8376)  0.318
C (2.3705, -3.8028, -2.7600)  -0.594
O (2.0798, -4.5522, -3.9378)  -0.308
C (1.4769, -5.7200, -3.7051)  0.787
O (1.1792, -6.1557, -2.6238)  -0.542
O (1.2633, -6.3161, -4.8769)  -0.318
C (0.6181, -7.5880, -4.7795)  -0.627
H (2.8554, -2.8827, -3.0753)  0.112
H (1.4539, -3.5533, -2.2269)  0.283
H (3.0513, -4.3512, -2.1109)  0.393
H (-0.3660, -7.4860, -4.3256)  0.293
H (1.2283, -8.2860, -4.2091)  0.295
H (0.5049, -7.9610, -5.7935)  0.219

=====

4.
Molecular formula: C20H39F6N2O6PS3
Method: DFT, ωB97M-V with the def2-TZVPD basis set

## Properties
* E_LUMO: -0.98 eV
* max |F|: 1.68 eV/A
* spin multiplicity: 1
* energy: -94737.157 eV
* frontier orbital gap: 7.998 eV

Last column: Mulliken charge in e.
Element x y z (Å)
C (0.3683, 1.6569, -5.0170)  -1.121
C (-0.7003, 2.5605, -4.4018)  -0.215
C (-0.2788, 3.1729, -3.0666)  -0.910
C (0.1218, 2.1524, -1.9847)  0.255
C (-0.5250, 2.3768, -0.6149)  -0.477
C (-2.0554, 2.2775, -0.6119)  -0.782
C (-2.3984, 0.8002, -0.8634)  0.572
C (-2.9562, 0.2869, -2.2092)  -0.448
C (-4.1115, -0.7274, -2.0877)  -1.049
C (-3.8398, -1.8585, -1.0550)  -1.085
C (-2.3561, -2.1842, -0.8316)  2.081
C (-1.6209, -3.2540, -1.6571)  -0.801
C (-0.9723, -4.3243, -0.7502)  -0.681
C (0.5391, -4.4561, -0.9824)  -1.390
C (1.3875, -3.1734, -0.6972)  0.835
C (0.6703, -1.9416, -0.1104)  0.880
C (1.7694, -1.1493, 0.5500)  -1.480
N (2.5233, -2.2586, 1.3032)  -0.027
P (1.7825, -2.7682, 2.9068)  0.823
O (3.0852, -3.0077, 3.7840)  -0.489
O (1.3144, -1.3047, 3.2791)  -0.340
S (0.5736, -4.1837, 2.8033)  -0.256
C (2.5926, -3.3799, 0.2594)  -1.411
H (0.4269, 0.6852, -4.5190)  0.191
H (1.3557, 2.1236, -4.9404)  0.297
H (0.1699, 1.4677, -6.0748)  0.397
H (-0.9304, 3.3725, -5.0995)  0.424
H (-1.6287, 1.9932, -4.2745)  -0.022
H (0.5600, 3.8521, -3.2527)  0.411
H (-1.0883, 3.8046, -2.6876)  0.323
H (1.2056, 2.1965, -1.8350)  0.526
H (-0.0835, 1.1286, -2.3359)  -0.289
H (-0.1772, 3.3381, -0.2272)  0.354
H (-0.1581, 1.6373, 0.1021)  -0.108
H (-2.4244, 2.5638, 0.3752)  0.332
H (-2.5198, 2.9675, -1.3253)  0.345
H (-3.0402, 0.4288, -0.0576)  0.612
H (-1.4375, 0.3048, -0.7046)  -1.232
H (-2.1470, -0.2281, -2.7448)  0.175
H (-3.2448, 1.1169, -2.8610)  0.573
H (-4.3098, -1.1398, -3.0827)  0.395
H (-5.0293, -0.2171, -1.7799)  0.370
H (-4.4006, -2.7615, -1.3174)  0.457
H (-4.2381, -1.5249, -0.0935)  0.387
H (-2.2291, -2.4424, 0.2248)  0.272
H (-1.8307, -1.2520, -0.9522)  -1.911
H (-2.2685, -3.6846, -2.4266)  0.615
H (-0.8026, -2.7740, -2.2062)  0.351
H (-1.1387, -4.0233, 0.2888)  0.245
H (-1.4387, -5.3075, -0.8438)  0.463
H (0.7038, -4.7091, -2.0338)  0.345
H (0.9125, -5.3045, -0.4007)  0.503
H (1.8208, -2.8513, -1.6468)  0.496
H (0.1295, -1.3570, -0.8488)  -0.591
H (-0.0385, -2.2419, 0.6643)  -0.155
H (2.4930, -0.7443, -0.1614)  0.344
H (1.4629, -0.3747, 1.2449)  0.639
H (3.4661, -1.9232, 1.4922)  0.521
H (3.9886, -2.9263, 3.4627)  0.315
H (1.1232, -1.1111, 4.2089)  0.326
H (2.6223, -4.3401, 0.7723)  0.503
H (3.5342, -3.2214, -0.2648)  0.279
C (3.7757, 2.6814, 5.4097)  0.542
F (4.9632, 2.0574, 5.4792)  -0.221
F (2.9857, 2.1731, 6.3562)  -0.231
F (3.9666, 3.9719, 5.6635)  -0.213
S (3.0839, 2.4052, 3.7194)  1.013
O (2.8985, 0.9788, 3.6287)  -0.520
O (4.0205, 3.0171, 2.8215)  -0.666
N (1.7508, 3.2139, 3.9314)  -0.448
S (0.6543, 3.3932, 2.8292)  1.219
O (0.0068, 2.1594, 2.4570)  -0.621
O (0.9899, 4.3093, 1.7751)  -0.696
C (-0.5934, 4.2831, 3.8576)  0.559
F (-0.1332, 5.4490, 4.3021)  -0.225
F (-0.9870, 3.5543, 4.9018)  -0.228
F (-1.6665, 4.5193, 3.0854)  -0.222